[1]
49
Properties=species:S:1:pos:R:3:forces:R:3 method="wB97M-V/def2-TZVPD" total_charge=+2 gap_ev="4.646 / 5.637" spin_multiplicity=5 s2=6.026
Fe -0.0036 0.2899 -1.5125 -0.3475 -2.1496 -2.8279
O -0.0412 3.0729 -2.4653 0.4069 -4.5544 1.2185
C 0.0181 1.9707 -2.0816 -0.8596 6.4346 -0.8316
C -0.2171 -1.5232 -1.9168 0.5068 -4.8045 0.9961
O -0.3969 -2.6579 -2.0805 0.5254 3.8701 0.0824
C 1.6447 0.1824 -2.1924 8.0575 -1.1763 -2.2542
O 2.7853 0.0232 -2.4769 -6.2254 0.9988 1.3666
C -1.6012 -0.0496 -2.2669 -5.7598 1.1806 -2.7634
O -2.6581 -0.1998 -2.7295 3.8601 0.2312 1.6553
C -0.0146 0.5560 -5.5947 0.1475 8.7002 2.3860
H -0.8752 1.0732 -5.0710 0.3162 -0.5472 -1.0886
H 0.8579 1.0642 -5.0757 -0.3862 -0.5139 -1.2215
C -0.0190 -0.7977 -5.5914 0.1373 -8.2749 1.7258
H 0.8542 -1.3089 -5.1101 -0.3048 0.3886 -0.8357
H -0.8989 -1.3142 -5.1535 0.0930 0.2683 -0.8227
C -0.6899 3.9050 2.9615 0.4876 1.2890 0.0892
C 0.1682 4.0725 1.8564 -0.5263 -1.3560 -0.2175
C 0.3597 2.9910 0.9947 -0.1236 0.2109 0.6157
C -0.3200 1.8464 1.3847 -0.1152 -3.0627 -0.3617
C -1.2103 1.6299 2.4531 1.0066 1.3439 -0.7269
C -1.3674 2.7460 3.2577 -0.7289 -1.1806 0.1312
As 0.0330 0.0483 0.7103 -0.4922 1.5781 0.0771
C 1.8058 -0.6252 0.9192 -1.2748 1.3332 0.1153
C 2.2700 -1.7638 0.2791 1.0165 -0.5489 0.5158
C 3.5558 -2.1792 0.6623 -0.9460 0.6491 -0.2422
C 4.2961 -1.3702 1.5367 0.7799 -0.8995 -0.0252
C 3.8215 -0.1798 2.0504 -0.7440 1.1221 0.1815
C 2.5384 0.2599 1.7297 0.5745 -1.4730 -0.4401
C -1.5174 -1.0465 0.7982 1.1242 0.5721 -0.0914
C -1.1497 -2.3060 1.2445 -0.7471 -0.5126 0.3442
C -2.1842 -3.1630 1.5868 -0.2106 0.4439 -0.4042
C -3.5151 -2.7442 1.3931 0.1329 -0.4753 0.3003
C -3.8385 -1.5024 0.8445 0.2028 0.6541 -0.3965
C -2.8154 -0.6131 0.4925 -0.1092 -0.6035 0.5785
H -0.8222 4.7522 3.6260 0.0113 -0.0279 -0.0609
H 0.6904 4.9730 1.6455 0.1149 0.8005 0.1374
H 0.9981 3.0229 0.0953 -0.3027 0.0534 0.7768
H -1.6670 0.6469 2.5793 -0.0262 0.6231 0.4193
H -2.0346 2.6031 4.0925 0.0166 0.6455 0.3373
H 1.6875 -2.2979 -0.4801 0.2641 0.0254 0.6251
H 3.9309 -3.1119 0.2736 0.3147 0.0123 -0.0337
H 5.3037 -1.6981 1.8167 -0.4246 0.1259 -0.1021
H 4.3862 0.4559 2.7181 0.3966 -0.2412 -0.0553
H 2.0872 1.1897 2.0521 0.2948 -0.1037 0.3224
H -0.0876 -2.5539 1.3410 -0.5327 -0.1700 0.2681
H -1.9372 -4.1167 2.0069 -0.2063 -0.4346 0.1042
H -4.3200 -3.4209 1.6824 0.2053 0.1966 -0.0829
H -4.8762 -1.1845 0.6958 0.3872 -0.3689 0.0327
H -3.0140 0.3530 0.0182 0.0127 -0.2725 0.4834


[2]
54
Properties=species:S:1:pos:R:3:forces:R:3 method="wB97M-V/def2-TZVPD" total_charge=-1 gap_ev="2.565 / 2.564" de_lowest_kcal_mol=3.9 spin_multiplicity=1
Bi 0.8099 1.2780 -1.4899 -1.3872 1.0162 -1.9069
C -5.7532 -2.7461 -0.9937 -0.0201 0.0048 -0.0038
C -4.3064 -2.5233 -1.3404 0.0141 -0.0041 0.0031
C -3.9396 -1.6783 -2.3760 -0.0091 -0.0114 -0.0004
C -2.6027 -1.4736 -2.6936 0.0388 0.0626 -0.0774
C -1.6239 -2.1112 -1.9576 0.0514 -0.0431 0.1109
C -1.9681 -2.9759 -0.9211 -0.0182 0.0318 -0.0067
C -3.3007 -3.1749 -0.6207 0.0092 -0.0178 0.0331
S 0.0788 -1.7932 -2.3154 -0.6113 -0.0659 -0.5723
O 0.7657 -3.0530 -2.3658 0.2164 -0.0739 0.2123
O 0.1177 -0.9125 -3.4560 0.2199 -0.2551 0.3091
N 0.6099 -0.8938 -1.0595 0.8477 -0.2104 0.7962
C 1.4300 -1.4093 -0.0209 -1.4056 -1.0538 -0.9486
C 1.3863 -2.6976 0.4626 -0.1065 0.9898 -0.7357
C 2.2343 -3.1201 1.5102 0.8917 0.3169 0.8468
C 3.0667 -2.2365 2.1181 -0.1701 -1.1453 0.0998
C 3.1007 -0.8735 1.7018 1.0863 1.0730 1.0913
C 3.7519 0.0952 2.4336 -1.0016 -0.7768 -0.7117
C 2.2030 2.2514 2.5048 -0.2474 -0.1369 0.2156
C 2.3079 2.9977 1.1572 -0.0007 0.0003 -0.0926
N 2.4202 0.7568 -0.0049 0.3258 -2.3067 1.3833
C 2.3405 -0.4763 0.5445 0.2539 2.8738 -0.6066
H -6.3966 -2.0592 -1.5419 0.0156 -0.0025 0.0034
H -5.9286 -2.5994 0.0734 0.0061 -0.0002 -0.0005
H -6.0611 -3.7651 -1.2390 0.0082 -0.0009 -0.0009
H -4.6873 -1.1395 -2.9455 0.0251 0.0200 -0.0152
H -2.3456 -0.8095 -3.5068 -0.0328 0.0525 0.0118
H -1.2058 -3.4877 -0.3518 -0.0296 -0.0277 -0.0012
H -3.5694 -3.8424 0.1905 -0.0056 -0.0019 -0.0016
H 0.7345 -3.4226 0.0085 -0.0658 0.0423 -0.0865
H 2.1842 -4.1499 1.8389 0.0176 0.0419 0.0335
H 3.6772 -2.5266 2.9647 -0.0195 -0.0102 -0.0345
H 4.3108 -0.1793 3.3201 0.0275 -0.0520 -0.0120
H 2.2799 2.8534 3.4123 0.0584 -0.0478 -0.0095
H 2.9553 3.8690 1.2659 0.0131 -0.0371 -0.0365
Se -1.4352 1.8659 -3.7241 0.4071 0.0863 0.3604
Se -3.5958 1.6072 -4.3898 -0.1357 -0.2396 0.1001
Se -1.8389 5.5616 -4.0119 -0.0290 0.7701 -0.5618
Se -1.3041 3.9402 -2.5695 0.1493 -0.7571 0.7472
C 0.8457 4.6464 0.0718 -0.0073 -0.0509 0.0686
C 1.0202 3.3996 0.5167 -0.0179 0.0315 0.0655
C 3.1845 1.8168 0.6216 0.2732 0.0355 0.2124
C 3.5356 1.5073 2.0943 0.2790 0.0862 -0.0957
C 0.9614 1.4036 2.5521 0.1590 -0.1619 0.2379
C -0.0241 1.4519 1.6355 -0.1127 0.2230 -0.3939
C -0.0173 2.3313 0.4636 0.1451 -0.1076 0.3258
C 0.8258 0.5275 3.6829 -0.1035 0.1636 -0.0770
N 0.7192 -0.1363 4.6178 0.1104 -0.0738 0.0148
H 1.6519 5.3675 0.1389 -0.0002 -0.0034 -0.0072
H -0.0896 4.9846 -0.3492 0.0037 -0.0361 -0.0719
H 4.0102 2.1240 -0.0272 -0.0968 -0.0813 -0.0923
H 4.3643 2.1411 2.4149 -0.0196 -0.0821 0.0284
H -0.8819 0.8016 1.7672 -0.0187 0.0129 0.0041
H -1.0086 2.6868 0.1880 0.0186 -0.0594 -0.1545


[3]
61
Properties=species:S:1:pos:R:3:forces:R:3 method="wB97M-V/def2-TZVPD" gap_ev=7.357 de_lowest_kcal_mol=15.6 spin_multiplicity=1
Zr -0.3235 -0.5586 -0.4145 0.0262 0.1354 -0.1559
Br 1.8803 -5.2153 0.1723 0.0107 0.0050 -0.0045
C 0.1498 -4.7322 0.7327 0.0444 0.0352 0.0712
C -0.6617 -5.6936 1.3692 0.0536 -0.0196 -0.0210
C -1.9196 -5.3847 1.7900 -0.0402 0.0142 0.0190
Br -2.9667 -6.7156 2.6378 0.0003 0.0015 -0.0021
C -2.4458 -4.0819 1.5961 -0.0567 0.0089 0.0220
C -3.7368 -3.6447 1.9634 0.0062 0.0217 -0.0099
C -4.1227 -2.3606 1.6916 0.0377 -0.0051 -0.0160
C -3.2227 -1.4894 1.0538 -0.0526 -0.0300 0.0147
N -2.0117 -1.8621 0.7159 0.0411 -0.0025 0.0003
C -1.6154 -3.1375 0.9693 0.0778 0.0061 -0.0160
C -0.2919 -3.4455 0.5205 -0.0650 0.0039 -0.0565
O 0.3869 -2.4950 -0.0722 -0.0193 0.0301 -0.0303
H -0.2684 -6.6898 1.5151 -0.0038 -0.0010 0.0017
H -4.4120 -4.3369 2.4480 -0.0055 0.0051 0.0016
H -5.1100 -2.0064 1.9504 -0.0020 -0.0047 0.0016
H -3.5013 -0.4741 0.8046 0.0015 0.0028 0.0051
O -0.3906 -0.2149 -4.5023 0.0250 -0.0031 0.0089
C -0.6690 -0.3588 -3.3442 0.0228 -0.0678 0.0087
O 0.1038 -0.8754 -2.4088 -0.0006 0.0501 0.0060
C -2.0333 0.1073 -2.7511 0.0102 -0.0133 0.1071
O -2.9058 0.5910 -3.4183 -0.0521 -0.0155 0.0504
O -2.0706 -0.0605 -1.4386 -0.1107 -0.0059 -0.1517
C 1.8111 1.6120 4.5084 -0.0014 -0.0009 0.0026
N 1.7394 0.5486 3.5187 0.0016 0.0040 -0.0076
C 2.5324 -0.6462 3.7525 0.0031 0.0005 0.0010
C 0.8944 0.5756 2.4615 0.0093 -0.0235 0.0159
N 0.5637 -0.4507 1.7599 0.0222 -0.0708 0.0273
N 0.4290 1.8417 2.1263 -0.0052 0.0277 -0.0085
C -0.5342 2.1055 1.1699 -0.0225 -0.0416 0.0065
N -0.5789 3.3932 0.7368 -0.0125 0.0335 0.0031
N -1.3484 1.1929 0.7591 0.0570 0.0701 -0.0061
H 2.6578 2.2813 4.3304 0.0008 -0.0006 -0.0001
H 1.9309 1.1685 5.4958 0.0001 0.0007 0.0012
H 0.8891 2.1884 4.5184 0.0022 0.0017 0.0004
H 3.3807 -0.3822 4.3795 0.0007 0.0017 0.0000
H 2.9182 -1.0320 2.8087 0.0002 -0.0001 -0.0004
H 1.9595 -1.4306 4.2563 -0.0008 0.0012 0.0018
H 0.9119 -1.3224 2.1374 -0.0064 -0.0072 -0.0101
H 1.0876 2.5842 2.2933 0.0005 -0.0012 -0.0041
H 0.1955 3.9927 0.9740 0.0026 -0.0035 0.0080
H -0.8263 3.4464 -0.2483 -0.0030 -0.0097 -0.0103
H -2.0070 1.5762 0.0854 -0.0029 0.0100 0.0082
Br 4.0066 0.1187 -0.8132 0.0067 -0.0017 0.0147
C 3.0022 1.2171 -1.9783 -0.0272 -0.0168 0.0102
C 3.6175 1.7155 -3.1386 -0.0143 0.0191 -0.0207
C 2.8947 2.4609 -4.0190 0.0317 -0.0211 0.0185
Br 3.7521 3.0907 -5.5882 -0.0061 0.0019 -0.0008
C 1.5309 2.7584 -3.7758 -0.0295 0.0185 -0.0149
C 0.7022 3.4731 -4.6703 0.0325 -0.0089 -0.0064
C -0.6052 3.6869 -4.3563 -0.0225 -0.0034 0.0250
C -1.0889 3.2176 -3.1208 -0.0002 0.0122 -0.0337
N -0.3557 2.5634 -2.2547 0.0274 -0.0167 0.0104
C 0.9404 2.2909 -2.5800 -0.0249 0.0198 -0.0155
C 1.6825 1.4593 -1.6765 0.0365 0.0115 0.0650
O 1.1032 0.9519 -0.6057 -0.0052 -0.1516 0.0535
H 4.6549 1.4854 -3.3337 0.0014 -0.0037 0.0062
H 1.1148 3.8232 -5.6062 -0.0031 -0.0009 0.0002
H -1.2720 4.2002 -5.0342 0.0012 -0.0009 -0.0014
H -2.1281 3.3791 -2.8534 0.0009 -0.0005 0.0065


[4]
56
Properties=species:S:1:pos:R:3:forces:R:3 method="wB97M-V/def2-TZVPD" total_charge=-1 gap_ev=4.665 spin_multiplicity=1
C -5.6613 0.6882 1.8245 -0.1999 0.3952 -0.2249
C -4.7190 -0.4736 1.8583 0.1676 0.3255 0.2785
O -3.3986 0.0373 2.3222 -0.3406 -1.2396 -0.5373
C -2.5223 -0.9752 2.2015 -1.2114 -0.7868 -0.0516
O -2.8618 -2.0971 1.8305 0.8048 1.7205 0.6393
N -1.2232 -0.6172 2.5235 0.5263 -0.2773 0.3703
C -0.1572 -1.4939 2.2069 -0.0506 0.1016 -0.3235
C -0.2525 -2.8028 1.7537 0.3063 -0.6446 -0.0074
C 0.9266 -3.4848 1.4526 0.1834 0.7793 0.1501
C 2.1677 -2.8312 1.6018 -0.5130 0.5913 0.3238
C 2.2330 -1.4963 2.0532 -0.0435 -0.7235 -0.1628
Br 3.9026 -0.7250 2.4625 0.0675 -0.1867 -0.1031
C 1.0540 -0.7930 2.3078 -0.5771 0.6381 0.0305
C 0.6562 0.5861 2.6752 -0.6828 -1.3331 -0.3303
N 1.3322 1.7830 2.3552 1.1878 3.5677 0.2201
O 2.3381 1.7708 1.6193 -1.8661 -0.4954 1.2117
O 0.8250 2.8505 2.7979 0.9510 -2.2958 -0.9062
C -0.7012 0.6323 2.8825 0.4314 -0.7081 -1.0176
H -6.6787 0.3293 1.6524 0.0564 -0.0165 0.0419
H -5.6480 1.2708 2.7461 -0.0015 -0.1917 -0.0383
H -5.4042 1.3437 0.9884 -0.0320 0.0832 0.1527
H -5.0474 -1.2766 2.5361 0.2464 0.3649 -0.2126
H -4.5796 -0.8928 0.8548 -0.0320 0.0359 0.3620
H -1.2273 -3.2572 1.6422 0.3872 -0.0656 0.0739
H 0.8816 -4.5250 1.1162 0.0796 0.4530 0.0954
H 3.0842 -3.3604 1.3863 0.0703 0.0428 0.0807
H -1.3232 1.4810 3.1353 0.0698 -0.1900 -0.1817
C -5.5313 2.7828 5.8483 0.2732 0.0793 -0.0101
C -4.7032 3.0556 4.7542 0.1615 -0.0100 0.2043
C -3.3793 3.4528 4.9619 -0.1725 -0.0241 0.1294
C -2.8873 3.6002 6.2619 -0.0098 -0.4774 -0.2541
S -1.2070 4.2472 6.5051 0.6759 -0.9800 -0.4781
C -0.1244 2.9902 5.9900 -0.3207 0.0051 0.0868
C 1.2005 2.9280 6.4662 0.0972 0.2441 0.3123
C 1.9478 1.6915 6.5059 0.1174 0.2517 0.0650
C 3.1859 1.6013 7.1196 -0.0757 0.5822 -0.3363
C 3.8012 2.7782 7.6294 -0.3404 -0.0840 -0.3296
N 5.1775 2.8214 7.9823 0.7619 0.5478 0.4341
O 5.6402 3.9537 8.2826 -0.0398 -1.7336 -0.2107
O 5.8790 1.7891 7.9607 -0.8298 1.0431 0.0548
C 3.1189 4.0148 7.5794 -0.4075 -0.3876 -0.3532
C 1.8752 4.0901 6.9926 0.1617 -0.2549 0.4219
O -1.1147 5.4090 5.6394 -0.3943 0.2008 0.2899
O -1.1001 4.4175 7.9397 0.0073 0.4717 0.0274
C -3.6948 3.2697 7.3578 0.0200 0.1078 -0.2510
C -5.0223 2.8841 7.1478 0.0942 -0.0289 -0.2603
H -6.5655 2.4796 5.6840 0.2187 0.0890 0.0672
H -5.0803 2.9691 3.7328 0.0993 0.0719 0.3678
H -2.7237 3.6452 4.1124 -0.1522 0.1614 0.2014
H -0.4755 2.3446 5.1858 -0.0635 0.0679 0.4317
H 1.4647 0.8149 6.0628 0.2380 0.1303 0.3350
H 3.7066 0.6499 7.2107 -0.0539 0.2421 -0.1741
H 3.6136 4.8974 7.9803 -0.1742 -0.2401 -0.2657
H 1.4079 5.0669 6.9081 -0.0813 -0.2168 0.0607
H -3.2833 3.3138 8.3646 -0.0189 0.1475 -0.2686
H -5.6654 2.6554 8.0001 0.2228 0.0494 -0.2316


Number 1: F_max 9.02 eV/Å. Number 2: F_max 2.95 eV/Å. Number 3: F_max 0.21 eV/Å. Number 4: F_max 3.77 eV/Å.